Record 1
DFT (ωB97M-V/def2-TZVPD) results for 8 unconnected molecules or ions with the total composition C37H40N7O15 at a distorted geometry.

Last column: Löwdin charge in e.
Geometry (Å):
C (-0.2145, -0.5086, -0.4030)  -0.92
O (0.1407, 0.0928, 0.7564)  -0.16
O (-1.3481, -0.2531, -0.8452)  0.08
O (0.6088, -1.1537, -1.0456)  -0.02
H (-2.0306, -0.0274, -0.1342)  0.12
C (3.9642, 1.1982, 3.9549)  -0.07
C (2.4298, 1.3257, 3.6150)  0.07
C (1.5917, 2.2950, 4.5458)  0.09
C (2.2637, 2.7910, 5.8995)  -0.04
C (3.8595, 2.5793, 6.0390)  0.11
C (4.5838, 1.7161, 5.0283)  -0.11
N (1.4527, 3.4211, 6.9038)  -0.42
O (2.0383, 4.0453, 7.7800)  0.05
O (0.2471, 3.4552, 6.8074)  0.06
H (4.6634, 0.5463, 3.2693)  0.13
H (1.9785, 0.8526, 2.7604)  0.05
H (0.6644, 2.5079, 4.2692)  0.01
H (4.1847, 2.9312, 6.8801)  0.01
H (5.5379, 1.5407, 5.3017)  0.05
C (-3.9098, -1.7401, 6.1838)  -0.02
C (-3.2280, -0.3436, 6.3900)  0.02
C (-2.8326, 0.4652, 5.1565)  0.07
C (-3.3304, 0.0686, 3.6662)  -0.06
C (-3.8657, -1.3834, 3.5017)  0.02
C (-4.1444, -2.1475, 4.8212)  -0.10
N (-3.0104, 0.9713, 2.5708)  -0.39
O (-2.6405, 2.1457, 2.8373)  0.04
O (-3.3454, 0.5345, 1.5552)  0.09
H (-4.1514, -2.0999, 6.9503)  -0.05
H (-2.8901, -0.0804, 7.3522)  0.06
H (-2.2848, 1.3195, 5.3602)  0.04
H (-4.3314, -1.8038, 2.3883)  0.17
H (-4.2564, -3.4031, 4.6398)  0.15
C (-0.2915, 4.2575, 1.5900)  -0.08
C (-0.4393, 3.2408, 0.4115)  0.01
C (0.6868, 3.1885, -0.5694)  0.05
C (1.9667, 4.0558, -0.4070)  -0.09
C (1.7563, 5.2809, 0.5937)  0.06
C (0.6798, 5.2255, 1.5959)  -0.15
N (3.0248, 4.0509, -1.3572)  -0.33
O (3.8899, 4.9692, -1.4626)  0.03
O (3.0085, 3.0669, -2.1883)  -0.01
H (-1.0390, 4.3880, 2.5261)  0.14
H (-1.3141, 2.7059, 0.5001)  0.03
H (0.7522, 2.3827, -1.3954)  0.12
H (2.4912, 6.0679, 0.5465)  0.08
H (0.6055, 6.0094, 2.4271)  0.12
C (-2.2427, -4.4262, 1.3082)  -0.10
C (-2.4301, -5.9067, 1.2164)  -0.02
C (-2.0215, -6.7282, -0.0208)  0.05
C (-1.6296, -5.8300, -1.2218)  -0.12
C (-1.3544, -4.3104, -1.0579)  0.08
C (-1.7642, -3.6453, 0.2631)  -0.04
N (-1.4183, -6.3847, -2.5126)  -0.36
O (-1.2221, -7.6460, -2.5528)  0.01
O (-1.4833, -5.6145, -3.4918)  0.05
H (-2.3306, -3.9547, 2.0836)  -0.03
H (-2.5964, -6.6661, 1.9712)  0.07
H (-2.0346, -7.8091, 0.0236)  0.08
H (-0.8330, -3.5832, -1.8491)  0.14
H (-1.6945, -2.3723, 0.5135)  0.18
C (2.4354, 1.0479, -5.4334)  -0.06
C (2.1362, 0.5280, -6.8939)  0.00
C (0.9143, -0.5189, -7.0383)  0.00
C (0.2084, -1.0875, -5.8775)  -0.16
C (0.6922, -0.6118, -4.5012)  0.12
C (1.8032, 0.5312, -4.2852)  0.00
N (-0.8711, -2.0217, -6.1019)  -0.36
O (-1.6004, -1.7739, -7.1137)  0.02
O (-1.1539, -2.8763, -5.2941)  0.08
H (2.9761, 1.8472, -5.2743)  0.02
H (2.5494, 1.1582, -7.7999)  0.10
H (0.8431, -0.8408, -8.2001)  0.13
H (0.1528, -0.8611, -3.5549)  0.07
H (1.8070, 1.1326, -3.5568)  -0.02
C (3.3487, -1.5184, 0.7483)  -0.26
O (3.9634, -2.4398, 1.4522)  -0.11
N (4.1583, -0.6402, 0.2026)  -0.15
C (3.6309, 0.7130, -0.2051)  -0.04
C (5.6701, -0.8469, 0.1280)  -0.01
H (2.3868, -1.4780, 0.5106)  0.06
H (4.4904, 1.4162, -0.4061)  0.09
H (3.0144, 1.2133, 0.5988)  0.08
H (3.1380, 0.5531, -1.1678)  0.07
H (6.2568, -0.1082, -0.2031)  0.02
H (5.8046, -1.8178, -0.5951)  0.15
H (5.9222, -1.0606, 1.1003)  0.03
C (-4.5594, -0.1827, -5.7222)  -0.28
O (-4.9180, 0.5522, -6.6251)  0.02
N (-3.8710, 0.3189, -4.6120)  -0.17
C (-3.2919, -0.6164, -3.6276)  -0.09
C (-3.3764, 1.6674, -4.3532)  -0.09
H (-4.6031, -1.1007, -5.6476)  0.05
H (-2.1339, -0.7742, -3.4357)  0.09
H (-3.6256, -1.6418, -3.7571)  0.08
H (-3.4093, -0.2077, -2.5825)  0.07
H (-4.2299, 2.3815, -4.6312)  0.08
H (-2.6521, 2.0230, -5.2103)  0.12
H (-3.1239, 2.0704, -3.2736)  0.12

Results
Electronic energy ... -80123.6639 eV
Gap between HOMO and LUMO ... 0.214 Eh
Net charge ... -1
F_max ... 18.16 eV/A
LUMO ... 0.221 eV
Energy above the lowest of the compared OMol25 structures with the same formula, charge and spin ... 189.3 kcal per mole
HOMO energy ... -5.6 eV

Record 2
DFT (ωB97M-V/def2-TZVPD) results for a molecular structure, C37H42As2IrN3S7 at a distorted geometry.

Last column: Löwdin charge in e.
Geometry (Å):
Ir (2.0065, -1.6689, -0.1561)  0.55
S (6.3436, -1.4239, 5.9588)  0.55
C (5.4730, -1.5856, 4.5702)  -1.50
S (6.0155, -1.2423, 2.9519)  0.90
C (4.4878, -1.5845, 2.1327)  -1.12
C (3.4048, -1.9157, 2.9287)  -1.04
S (1.8724, -2.0798, 2.1780)  0.54
S (3.8105, -2.1051, 4.6358)  0.90
S (4.4985, -1.5196, 0.4305)  0.58
N (4.0695, -0.7789, -2.7387)  0.11
C (2.8621, -1.2514, -3.0916)  -0.64
N (1.8924, -1.5530, -2.2291)  -0.16
C (0.6631, -1.8030, -2.9070)  -0.27
C (-0.6401, -2.1099, -2.4370)  -0.05
C (-1.6616, -2.3684, -3.3649)  -0.07
C (-1.3719, -2.4926, -4.7564)  -0.08
C (-0.1106, -2.2234, -5.2451)  -0.11
C (0.8685, -1.8548, -4.3297)  -0.49
S (2.4929, -1.5305, -4.7860)  1.11
H (4.2550, -0.5268, -1.7464)  0.02
H (4.8130, -0.6610, -3.4125)  0.11
H (-0.9184, -2.1448, -1.3869)  0.08
H (-2.6648, -2.5606, -2.9970)  0.10
H (-2.1570, -2.7737, -5.4595)  0.10
H (0.1198, -2.3184, -6.2864)  0.10
C (-0.6183, -4.6026, 1.9977)  -0.30
As (-0.0751, -4.9361, 0.1604)  0.79
C (0.6043, -6.7928, 0.1297)  -0.29
C (-1.6874, -4.9463, -0.9676)  -0.30
S (1.9583, -3.9690, -0.3200)  0.01
H (-1.1907, -5.4685, 2.3398)  0.02
H (-1.2223, -3.6787, 2.0350)  0.03
H (0.2652, -4.4412, 2.6217)  0.00
H (-0.0629, -7.5398, 0.5911)  0.03
H (1.5282, -6.7422, 0.6877)  0.01
H (0.8156, -7.0971, -0.8917)  0.03
H (-2.2871, -5.7955, -0.6682)  0.01
H (-1.4299, -4.9975, -2.0129)  0.01
H (-2.2282, -3.9941, -0.7957)  0.02
C (-0.4495, 5.2082, 5.0753)  -0.05
C (-0.4583, 4.0583, 4.1040)  -0.25
C (0.1428, 2.8270, 4.3303)  0.00
C (0.0590, 1.8334, 3.3486)  -0.30
C (0.8001, 0.5707, 3.6610)  -0.12
C (-0.5971, 2.0586, 2.1370)  -0.26
As (-0.5467, 0.5488, 0.7690)  1.36
N (1.2591, 0.4428, -0.1040)  -0.29
C (1.9507, 1.6155, -0.1424)  -0.41
C (3.3643, 1.8012, 0.0399)  -0.05
C (4.0419, 2.9105, -0.4348)  -0.10
C (3.3715, 4.0291, -0.9113)  -0.09
C (1.9741, 3.9949, -0.8500)  -0.08
C (1.3098, 2.8441, -0.4658)  -0.08
C (-1.9721, 0.8675, -0.6301)  -0.30
C (-1.7198, 1.2736, -1.9535)  -0.29
C (-0.3967, 1.4061, -2.6639)  -0.06
C (-2.8092, 1.5015, -2.7986)  -0.01
C (-4.1506, 1.3260, -2.3964)  -0.26
C (-5.2769, 1.5653, -3.3566)  -0.05
C (-4.3537, 0.8417, -1.1171)  -0.03
C (-3.3163, 0.6187, -0.2074)  -0.30
C (-3.6820, 0.0124, 1.1501)  -0.07
C (-1.3012, 3.2847, 1.9427)  -0.27
C (-2.2035, 3.6398, 0.7889)  -0.04
C (-1.2103, 4.2340, 2.9316)  -0.03
H (0.2599, 5.0001, 5.8565)  0.07
H (-1.4322, 5.2961, 5.5167)  0.08
H (-0.1821, 6.1402, 4.5856)  0.08
H (0.6567, 2.5647, 5.2588)  0.12
H (1.2055, 0.6958, 4.6643)  0.07
H (1.6721, 0.3709, 3.0263)  0.03
H (0.1639, -0.3475, 3.6051)  0.06
H (3.9444, 0.9818, 0.5049)  0.05
H (5.1365, 2.8482, -0.5022)  0.11
H (3.9134, 4.8927, -1.2782)  0.10
H (1.3961, 4.8755, -1.1139)  0.11
H (0.2136, 2.8684, -0.4610)  0.07
H (0.4437, 1.0092, -2.1329)  0.03
H (-0.2475, 2.4567, -2.8871)  0.09
H (-0.4712, 0.8429, -3.6017)  0.09
H (-2.5321, 1.8334, -3.8126)  0.13
H (-5.0646, 1.5124, -4.4216)  0.08
H (-5.6766, 2.5448, -3.1720)  0.07
H (-6.1020, 0.8577, -3.1922)  0.08
H (-5.3667, 0.5488, -0.7877)  0.12
H (-4.7271, -0.2783, 1.0549)  0.07
H (-3.6196, 0.6854, 1.9821)  0.07
H (-3.1196, -0.9099, 1.3557)  0.06
H (-1.7432, 3.6663, -0.1952)  0.07
H (-2.6129, 4.6244, 1.0374)  0.08
H (-3.0536, 2.9873, 0.7546)  0.06
H (-1.6783, 5.1960, 2.7459)  0.11

Results
Electronic energy ... -243880.7372 eV
Multiplicity ... 5
Gap between HOMO and LUMO (alpha / beta) ... 0.162 / 0.168 Eh
F_max ... 2.80 eV/A
LUMO (alpha / beta) ... 0.069 / -2.166 eV
Energy above the lowest of the compared OMol25 structures with the same formula, charge and spin ... 0.0 kcal per mole
HOMO energy (alpha / beta) ... -4.3 / -6.7 eV

Question: electronic energy of number 2 (C37H42As2IrN3S7)?
Answer: -243880.7372 eV

Question: F_max of number 1 (C37H40N7O15)?
Answer: 18.16 eV/A